# 1
DFT (the ωB97M-V functional and the def2-TZVPD basis) results for a cluster of 2 separate species, C5H8O in total.

Calculated values
LUMO energy (eV): 1.20
HOMO (eV): -9.62
2S+1: 1

```
14
Properties=species:S:1:pos:R:3:lowdin_charge:R:1
C -1.311 -0.701 0.850 -0.124
C -1.075 2.246 -0.617 0.018
O -0.615 2.604 0.358 0.023
C 0.612 -0.305 -0.821 -0.241
C 1.712 0.411 -1.043 -0.023
C 0.183 -0.825 0.526 -0.270
H -1.932 -1.033 0.010 0.075
H -1.560 -1.325 1.715 0.070
H -1.602 0.324 1.096 0.037
H -0.011 -0.595 -1.670 0.103
H 2.356 0.731 -0.225 0.062
H 2.018 0.697 -2.046 0.054
H 0.446 -1.891 0.556 0.109
H 0.780 -0.337 1.308 0.109
```



# 2
DFT (the ωB97M-V functional and the def2-TZVPD basis) results for a structure of composition C10H24N6O6STi.

Calculated values
LUMO energy (spin up / spin down) (eV): -0.81 / -1.14
HOMO (spin up / spin down) (eV): -6.43 / -7.40
2S+1: 3

```
48
Properties=species:S:1:pos:R:3:lowdin_charge:R:1
O 0.788 -0.417 -3.771 -0.369
H 0.289 0.271 -4.242 -0.058
Ti -0.396 0.130 -1.685 0.952
N 0.140 1.395 0.183 -0.350
N 1.645 0.618 -1.526 -0.250
N -1.576 -0.921 0.165 -0.129
N 0.016 -1.928 -1.615 -0.109
O -0.845 1.914 1.071 -0.174
O -2.160 -0.325 1.207 -0.217
O 1.092 -2.270 -2.389 -0.113
O 2.475 -0.009 -2.282 -0.088
C 2.073 1.797 -1.043 -0.325
C 1.194 2.295 -0.107 -0.342
C -1.426 -2.287 0.211 -0.289
C -0.441 -2.798 -0.682 -0.280
C 1.379 3.477 0.734 -0.029
H 2.056 3.350 1.592 0.095
H 0.439 3.878 1.123 0.083
H 1.856 4.290 0.171 0.092
C 3.437 2.193 -1.382 -0.003
H 3.670 2.067 -2.435 0.095
H 4.140 1.595 -0.818 0.098
H 3.602 3.237 -1.126 0.083
C -2.063 -3.132 1.270 -0.040
C 0.119 -4.166 -0.583 -0.015
H -2.688 -2.525 1.939 0.078
H -1.293 -3.662 1.852 0.064
H -2.687 -3.909 0.803 0.093
H 0.926 -4.259 -1.308 0.081
H -0.643 -4.926 -0.785 0.096
H 0.533 -4.381 0.417 0.082
H -1.507 1.002 1.169 0.085
H 1.640 -1.315 -2.513 0.089
C -1.772 1.288 -2.189 -0.236
H -1.271 2.136 -1.689 0.023
H -2.439 0.587 -1.776 -0.020
H -1.909 1.393 -3.387 0.088
O -3.416 3.395 0.775 -0.076
H -4.183 2.849 1.061 0.053
H -2.619 2.877 0.956 -0.015
N 0.379 -1.764 2.825 0.141
C 0.361 -0.477 2.475 -0.665
N -0.005 0.457 3.352 0.157
S 1.129 -0.079 0.947 1.085
H -0.125 -2.053 3.655 0.130
H 0.692 -2.488 2.184 0.107
H -0.044 1.424 3.044 0.109
H -0.566 0.177 4.151 0.133
```



# 3
DFT (the ωB97M-V functional and the def2-TZVPD basis) results for a structure of composition C16H43GaO3P.

Calculated values
LUMO energy (eV): 2.54
HOMO (eV): -2.90
2S+1: 1
Charge: -1

```
64
Properties=species:S:1:pos:R:3:lowdin_charge:R:1
C 3.588 -1.517 -0.837 -0.199
C 3.235 -0.900 -2.224 -0.521
P 2.204 0.656 -2.157 0.648
Ga 3.030 2.244 -0.642 -0.027
C 0.404 0.237 -1.866 -0.513
C 0.031 -0.210 -0.409 -0.174
H 2.697 -2.010 -0.451 0.054
H 3.954 -0.731 -0.180 0.017
H 4.408 -2.236 -0.978 0.052
H 2.811 -1.659 -2.892 0.046
H 4.182 -0.612 -2.693 0.041
H 3.466 1.619 0.791 -0.177
H 4.395 2.826 -1.300 -0.177
H 2.038 3.509 -0.484 -0.179
H 0.131 -0.563 -2.561 0.037
H -0.180 1.125 -2.110 0.034
H -0.442 -1.197 -0.479 0.052
H -0.744 0.473 -0.040 0.032
H 0.868 -0.217 0.286 0.039
C -1.973 2.570 2.238 -0.072
C -2.592 1.186 2.319 -0.282
O -3.426 1.000 3.454 -0.163
C -4.552 1.848 3.531 -0.293
C -5.520 1.681 2.372 -0.085
H -1.470 2.820 3.173 0.083
H -1.247 2.614 1.426 0.076
H -2.727 3.339 2.053 0.065
H -1.795 0.448 2.409 0.115
H -3.138 0.946 1.400 0.104
H -4.239 2.893 3.630 0.105
H -5.059 1.584 4.460 0.114
H -5.085 2.024 1.431 0.065
H -6.428 2.260 2.549 0.072
H -5.790 0.631 2.247 0.080
C -4.003 0.676 -3.564 -0.080
C -2.853 0.508 -4.542 -0.279
O -2.245 -0.767 -4.486 -0.161
C -3.070 -1.868 -4.803 -0.286
C -3.615 -1.834 -6.221 -0.085
H -3.689 0.401 -2.556 0.080
H -4.345 1.712 -3.557 0.074
H -4.855 0.045 -3.829 0.062
H -2.066 1.220 -4.293 0.119
H -3.172 0.737 -5.566 0.106
H -3.883 -1.961 -4.074 0.106
H -2.441 -2.751 -4.684 0.118
H -4.326 -1.017 -6.360 0.063
H -4.132 -2.767 -6.452 0.072
H -2.806 -1.691 -6.939 0.081
C 5.766 -2.579 3.910 -0.088
C 5.377 -1.607 2.808 -0.283
O 3.996 -1.604 2.518 -0.173
C 3.137 -1.220 3.571 -0.280
C 3.373 0.200 4.055 -0.082
H 5.379 -3.576 3.696 0.078
H 6.853 -2.634 4.000 0.071
H 5.367 -2.271 4.879 0.062
H 5.871 -1.900 1.881 0.117
H 5.721 -0.593 3.039 0.111
H 3.199 -1.936 4.400 0.102
H 2.126 -1.294 3.169 0.116
H 4.341 0.301 4.552 0.063
H 2.600 0.490 4.770 0.072
H 3.358 0.896 3.214 0.054
```



2S+1 of number 3 (C16H43GaO3P)?
1